Record 1
{
  "formula": "C3H4F2O",
  "method": "ωB97M-V with the def2-TZVPD basis set",
  "elements": ["C", "C", "C", "O", "F", "F", "H", "H", "H", "H"],
  "positions_angstrom": [[0.22602, 1.52616, 0.29221], [0.48409, 0.28377, 0.60055], [0.20350, -0.81604, -0.36279], [-1.50969, -0.89682, -0.26101], [0.65835, -1.98070, -0.07871], [0.42070, -0.54449, -1.65469], [0.63377, 2.39979, 0.99787], [-0.37759, 1.95553, -0.56534], [1.14868, -0.10399, 1.32718], [-1.88782, -1.82321, -0.29526]],
  "mulliken_charge": [-0.570, -0.314, 0.827, -0.588, -0.222, -0.225, 0.208, 0.260, 0.343, 0.282],
  "max_force_ev_per_a": 6.38,
  "lumo_energy_ev": 0.8,
  "spin_multiplicity": 1,
  "de_lowest_ev": 1.750,
  "energy_ha": -391.6085,
  "smiles": "C=CC(O)(F)F"
}

Record 2
{
  "formula": "C2H3OPYb",
  "method": "ωB97M-V with the def2-TZVPD basis set",
  "elements": ["P", "O", "C", "H", "C", "H", "H", "Yb"],
  "positions_angstrom": [[-0.33369, 0.07097, 2.34808], [-0.64118, -0.64316, 0.48269], [-0.08895, -0.16563, -0.63994], [-0.05627, -0.92478, -1.43066], [0.40437, 1.05975, -0.85238], [0.82202, 1.30424, -1.82753], [0.43349, 1.81326, -0.06363], [-0.53979, -2.51465, 1.98337]],
  "mulliken_charge": [-0.192, -0.578, 0.270, 0.256, -0.786, 0.229, 0.215, 0.586],
  "max_force_ev_per_a": 1.48,
  "lumo_energy_ev": [-1.3, -1.3],
  "spin_multiplicity": 1,
  "energy_ha": -1653.1253
}